#A
Density functional theory data (ωB97M-V/def2-TZVPD) for a molecular structure, C4H13N2.

Computed properties:
2S+1: 1
Total charge: +1

Element x y z (Å)
N 1.074 -0.941 0.209
N 1.175 1.256 -1.001
C -0.966 0.239 -0.425
C -0.243 -0.441 0.773
C -0.311 1.496 -1.040
C -1.000 -1.551 1.521
H -0.989 -0.539 -1.221
H 0.662 -1.764 -0.347
H -2.027 0.450 -0.248
H 1.702 1.681 -0.241
H -0.627 1.684 -2.065
H -0.034 0.336 1.474
H -1.923 -1.121 1.861
H -0.599 2.378 -0.483
H 1.771 -1.297 0.870
H 1.298 0.028 -0.538
H -1.194 -2.338 0.776
H -0.475 -1.925 2.365
H 1.678 1.485 -1.862

=====

#B
Density functional theory data (ωB97M-V/def2-TZVPD) for a gas-phase ion, C4H13N2 (charge +1).

Computed properties:
SMILES: CC[C@H]([NH3+])CN
2S+1: 1
Total charge: +1

Element x y z (Å)
N 1.686 -0.339 0.223
N -0.083 -1.444 1.920
C -1.085 1.823 -1.345
C 0.188 0.157 0.182
C -0.053 0.730 -1.201
C -0.563 -1.095 0.484
H 2.457 0.283 -0.028
H -0.359 -1.978 -0.151
H -1.982 1.628 -0.732
H 0.038 0.824 1.028
H -0.101 -0.198 -1.811
H -0.579 2.697 -0.866
H -1.637 -1.007 0.530
H 1.636 -1.212 -0.355
H -1.453 1.976 -2.337
H -0.174 -2.402 2.256
H 0.882 1.170 -1.597
H -0.531 -0.871 2.630
H 1.713 -0.740 1.171

=====

Which of them is least stable? Easy: #B.

=====

#A
Density functional theory data (ωB97M-V/def2-TZVPD) for a molecular structure, H16O8Pb.

Computed properties:
2S+1: 1
Total charge: +2

Element x y z (Å)
Pb -0.032 0.090 -0.075
O -2.489 -0.354 0.749
O 1.909 1.267 1.023
O -0.887 2.133 0.964
O 1.732 -0.498 -1.479
O 0.303 1.902 -1.870
O -0.101 -0.362 2.363
O 0.045 -2.347 0.241
O -1.164 -0.963 -1.841
H -2.236 -0.089 1.654
H -0.585 -1.132 2.643
H 1.957 -0.125 -2.319
H -0.614 2.957 0.586
H -0.067 1.838 -2.727
H -0.629 -1.137 -2.642
H 2.709 1.129 0.451
H -3.318 -0.794 0.755
H 0.087 -2.842 -0.589
H 0.316 -2.957 0.911
H 1.119 2.444 -1.968
H 2.198 0.777 1.790
H -0.785 2.287 1.890
H 1.782 -1.470 -1.494
H 0.679 -0.265 2.920
H -1.930 -1.480 -1.933

=====

#B
Density functional theory data (ωB97M-V/def2-TZVPD) for a molecular structure, H16O8Pb.

Computed properties:
2S+1: 1
Total charge: +2

Element x y z (Å)
Pb -0.219 -0.113 -0.045
O -0.100 1.723 -2.056
O 0.157 -0.111 2.753
O -0.659 -2.769 0.770
O -1.832 -0.641 -1.652
O 1.170 3.277 -0.085
O 1.089 -1.301 -1.973
O 2.107 -1.992 1.217
O -1.313 2.194 0.745
H -1.386 -0.612 -2.554
H -0.461 0.588 2.981
H 0.234 1.179 -2.773
H 0.689 -2.181 -1.945
H -2.058 2.523 0.239
H 0.375 3.740 0.032
H 1.988 -1.412 -1.608
H -1.791 1.822 1.510
H -1.117 -2.820 1.670
H 0.612 2.206 -1.709
H -0.385 -0.560 2.004
H 1.735 3.245 0.698
H 1.839 -2.891 1.384
H -2.515 0.097 -1.419
H 2.945 -1.774 1.667
H -1.103 -3.420 0.149

=====

Which of them is least stable? Easy: #B.

=====

#A
Density functional theory data (ωB97M-V/def2-TZVPD) for 2 unconnected molecules or ions with the total composition C2H5N3.

Computed properties:
SMILES: [H]/N=N\[H].C=C=N
2S+1: 1

Element x y z (Å)
N 1.913 -0.623 0.236
N 2.691 0.258 -0.036
N -0.289 1.076 -0.059
C -2.268 -0.427 0.198
C -1.258 0.382 0.167
H -3.239 -0.095 -0.113
H 2.966 0.390 -1.037
H 0.095 1.709 0.628
H 1.547 -1.234 -0.531
H -2.158 -1.437 0.547

=====

#B
Density functional theory data (ωB97M-V/def2-TZVPD) for 2 unconnected molecules or ions with the total composition C2H5N3.

Computed properties:
2S+1: 1

Element x y z (Å)
N -1.454 0.156 -0.416
N 0.365 1.161 0.604
N 1.995 -2.116 0.067
C -0.138 0.480 -0.472
C 1.089 -1.486 -0.286
H -0.291 1.079 1.417
H 0.449 0.285 -1.329
H 1.392 1.044 0.798
H -1.685 -0.071 0.627
H -1.722 -0.529 -1.011

=====

#C
Density functional theory data (ωB97M-V/def2-TZVPD) for 2 unconnected molecules or ions with the total composition C2H5N3.

Computed properties:
2S+1: 1

Element x y z (Å)
N -2.289 0.980 -0.008
N -1.926 0.006 0.425
N -1.421 -1.080 0.558
C 0.644 0.081 -0.753
C 1.702 0.442 0.019
H 1.754 1.444 0.272
H -1.515 -1.490 1.447
H 0.496 -0.969 -1.007
H 0.030 0.783 -1.273
H 2.524 -0.197 0.320

=====

#D
Density functional theory data (ωB97M-V/def2-TZVPD) for C2H5N3 in the gas phase.

Computed properties:
SMILES: [H]/N=C\NN=C
2S+1: 1

Element x y z (Å)
N -2.128 0.807 0.409
N 0.578 0.158 0.742
N -0.209 -0.501 -0.165
C -1.532 -0.026 -0.338
C 1.851 0.129 0.134
H -1.577 0.843 1.300
H 2.642 0.574 0.675
H 0.386 -0.978 -0.809
H 2.090 -0.422 -0.800
H -2.101 -0.583 -1.148

=====

Which of them is least stable? Easy: #A.

=====

#A
Density functional theory data (ωB97M-V/def2-TZVPD) for 2 unconnected molecules or ions with the total composition C4H15N2O2.

Computed properties:
2S+1: 1
Total charge: +1

Element x y z (Å)
O 0.967 -1.845 2.168
O 1.515 -1.313 -0.735
N -1.330 -0.806 0.772
N -0.585 1.296 -1.442
C 0.691 0.642 -1.802
C -0.828 1.591 -0.048
C -1.879 0.572 0.466
C 1.717 0.119 -0.881
H 2.011 -1.644 0.020
H -0.468 -0.589 1.287
H -2.632 0.456 -0.327
H 2.755 0.265 -1.206
H 1.119 -1.482 3.044
H 0.469 -0.389 -2.250
H 1.152 -2.790 2.208
H -0.970 2.038 -2.003
H 1.715 0.541 0.131
H -2.506 0.836 1.335
H -1.963 -1.318 1.374
H 0.107 1.360 0.563
H 1.037 1.048 -2.734
H -1.032 2.613 0.188
H -1.063 -1.201 -0.127

=====

#B
Density functional theory data (ωB97M-V/def2-TZVPD) for 2 unconnected molecules or ions with the total composition C4H15N2O2.

Computed properties:
2S+1: 1
Total charge: +1

Element x y z (Å)
O 0.202 -0.394 2.586
O -0.446 2.362 0.839
N -0.119 1.295 -2.170
N -1.503 -1.371 0.063
C 1.027 0.385 -1.873
C -0.163 -0.704 0.260
C 0.572 -0.849 -1.107
C 0.651 -1.179 1.497
H 0.358 2.819 0.519
H -0.404 0.365 0.362
H 0.261 1.993 -2.812
H 0.357 -2.230 1.647
H 1.613 1.084 -1.270
H -0.873 0.908 -2.743
H -1.912 -1.776 0.902
H -2.148 -0.712 -0.370
H 1.719 -1.137 1.327
H -1.213 2.740 0.444
H -1.574 -2.107 -0.651
H 1.605 0.089 -2.743
H 0.961 0.067 2.920
H -0.042 -1.434 -1.810
H 1.447 -1.511 -1.041

=====

#C
Density functional theory data (ωB97M-V/def2-TZVPD) for 3 unconnected molecules or ions with the total composition C4H15N2O2.

Computed properties:
2S+1: 1
Total charge: +1

Element x y z (Å)
O -2.236 1.777 -2.505
O 0.976 1.734 -1.244
N 0.857 -1.324 1.319
N 2.219 -0.870 -0.507
C -1.250 0.070 1.623
C -2.101 -0.629 0.567
C 0.332 0.024 1.309
C 1.741 -1.720 0.402
H -1.778 1.406 -1.830
H -3.205 -0.704 0.610
H 2.135 0.182 -0.639
H -1.359 -0.479 2.611
H 1.747 2.267 -1.344
H 2.844 -1.193 -1.271
H 1.859 -2.918 0.224
H -1.524 1.117 1.839
H 0.791 -1.960 2.197
H -1.680 -0.446 -0.415
H -2.121 -1.831 0.534
H -3.068 1.848 -2.128
H 0.524 0.712 0.361
H 0.746 0.875 1.993
H 0.308 1.933 -1.842

=====

#D
Density functional theory data (ωB97M-V/def2-TZVPD) for a molecular structure, C4H15N2O2.

Computed properties:
2S+1: 1
Total charge: +1

Element x y z (Å)
O -6.805 0.415 -1.292
O -0.413 -1.486 0.862
N 0.062 0.891 0.035
N 3.457 -0.332 -1.574
C 0.110 -0.546 1.870
C 2.670 0.591 -0.705
C 0.974 0.466 1.154
C 2.160 -0.210 0.529
H -3.143 0.436 -1.990
H 1.728 0.950 -1.197
H 0.692 -1.277 2.599
H -6.870 -0.420 -1.715
H 3.042 -0.253 1.250
H -0.355 -0.748 0.129
H 3.305 1.481 -0.382
H -7.306 0.222 -0.456
H -0.827 -0.265 2.413
H 1.829 -1.262 0.214
H -3.275 1.212 -1.956
H 4.443 -0.228 -1.312
H 1.307 1.206 1.990
H -0.304 1.832 0.101
H 3.354 -0.042 -2.558

=====

Which of them is least stable? Easy: #D.